ORCA calculation (the ωB97M-V functional and the def2-TZVPD basis) on a cluster of 2 separate species, C3H6BNO2 in total in a non-equilibrium geometry.

Last columns: bonded neighbours and bond lengths (Å).
CARTESIAN COORDINATES (ANGSTROEM)
1 B -0.6661 -1.1926 0.1735  O6 1.306, O7 1.328
2 C 2.0171 -0.8876 0.0628  C4 1.389, N5 1.155
3 C 0.8969 1.0670 -0.9891  C4 1.508, H8 1.130, H9 1.056, H10 1.094
4 C 1.1393 0.1795 0.2054  C2 1.389, C3 1.508, H11 1.031
5 N 2.5061 -1.9326 0.1162  C2 1.155
6 O -1.5274 -1.1217 1.1530  B1 1.306, H12 0.937
7 O -0.6777 -1.9903 -0.8886  B1 1.328, H13 0.934
8 H 0.4697 1.9574 -0.4405  C3 1.130
9 H 0.1468 0.7063 -1.6395  C3 1.056
10 H 1.8538 1.1943 -1.5032  C3 1.094
11 H 0.8724 0.5420 1.1327  C4 1.031
12 H -2.3601 -1.5508 1.1353  O6 0.937
13 H 0.1675 -1.8592 -1.2638  O7 0.934

Calculated values
spin multiplicity = 1
max |F| = 5.15 eV/Å
molar mass = 98.90 g/mol
net charge = 0
energy relative to the best compared isomer or geometry (same formula, charge and spin) = 2.185 eV